{
  "formula": "C40H39P3RuS4Sb",
  "method": "ωB97M-V with the def2-TZVPD basis set",
  "spin_multiplicity": 2,
  "charge": 0,
  "symbols": ["Ru", "C", "C", "P", "C", "C", "C", "C", "C", "C", "C", "C", "C", "C", "C", "C", "C", "P", "C", "C", "C", "C", "C", "C", "C", "C", "C", "C", "C", "C", "H", "H", "H", "H", "H", "H", "H", "H", "H", "H", "H", "H", "H", "H", "H", "H", "H", "H", "H", "H", "H", "H", "H", "H", "H", "H", "S", "Sb", "S", "S", "S", "C", "P", "C", "C", "C", "C", "C", "C", "C", "C", "C", "C", "C", "C", "H", "H", "H", "H", "H", "H", "H", "H", "H", "H", "H", "H", "H"],
  "xyz": [[1.646, 0.570, -0.190], [-0.576, 1.622, -3.738], [-1.065, 2.281, -2.437], [-2.218, 1.232, -1.433], [-3.451, 2.479, -0.854], [-3.877, 2.541, 0.470], [-4.884, 3.411, 0.861], [-5.506, 4.224, -0.072], [-5.121, 4.146, -1.403], [-4.111, 3.281, -1.788], [-1.342, 0.809, 0.140], [-0.121, 1.557, 0.568], [0.090, 1.805, 2.058], [-0.958, 0.299, 3.158], [-1.699, -0.657, 2.221], [-1.972, -0.150, 0.829], [0.774, 0.902, -3.648], [0.981, -0.331, -2.313], [2.660, -0.982, -2.487], [2.923, -2.211, -1.870], [4.221, -2.662, -1.746], [5.270, -1.883, -2.223], [5.017, -0.670, -2.842], [3.714, -0.213, -2.973], [-0.038, -1.758, -2.813], [0.429, -2.566, -3.849], [-0.324, -3.638, -4.294], [-1.549, -3.922, -3.704], [-2.024, -3.118, -2.680], [-1.272, -2.036, -2.242], [-0.447, 2.405, -4.489], [-1.342, 0.943, -4.125], [-1.636, 3.169, -2.698], [-0.217, 2.643, -1.855], [-3.419, 1.898, 1.208], [-5.183, 3.448, 1.900], [-6.289, 4.905, 0.231], [-5.612, 4.759, -2.147], [-3.858, 3.219, -2.838], [-0.114, 2.539, 0.101], [0.749, 2.664, 2.189], [-1.118, 0.001, 4.193], [-2.695, -0.780, 2.671], [-2.847, -0.604, 0.364], [1.560, 1.637, -3.452], [1.003, 0.396, -4.592], [2.105, -2.803, -1.473], [4.420, -3.609, -1.262], [6.291, -2.220, -2.103], [5.831, -0.046, -3.182], [3.548, 0.769, -3.395], [1.392, -2.362, -4.301], [0.050, -4.257, -5.099], [-2.132, -4.767, -4.047], [-2.982, -3.326, -2.222], [-1.668, -1.397, -1.465], [5.980, 2.570, -1.890], [4.566, 2.626, -0.153], [3.786, 0.358, 0.545], [2.223, 2.662, -0.871], [4.745, 3.811, 1.736], [2.523, -1.641, 2.606], [1.430, -0.537, 1.661], [0.558, 0.539, 2.843], [-1.221, 1.801, 2.895], [-1.151, 2.635, 4.136], [-0.181, 2.585, 5.050], [1.019, 1.746, 5.008], [1.366, 0.862, 4.069], [-1.067, -2.038, 2.226], [-0.945, -2.782, 1.049], [-0.385, -4.050, 1.057], [0.049, -4.608, 2.252], [-0.078, -3.889, 3.433], [-0.615, -2.610, 3.418], [2.001, -1.987, 3.493], [3.432, -1.113, 2.890], [2.795, -2.488, 1.975], [-2.124, 2.035, 2.337], [-1.964, 3.335, 4.291], [-0.257, 3.247, 5.905], [1.720, 1.895, 5.820], [2.327, 0.379, 4.182], [-1.279, -2.358, 0.109], [-0.297, -4.596, 0.127], [0.482, -5.600, 2.267], [0.255, -4.317, 4.369], [-0.697, -2.065, 4.349]],
  "mulliken_charge": [-0.805, -1.227, -0.843, 0.545, 0.969, -0.120, -0.610, -0.567, -0.677, -0.718, 1.174, -2.678, -0.617, -1.578, 0.254, -1.510, -1.431, 2.925, 0.118, -0.398, -0.697, -0.528, -0.702, -0.746, 0.423, -1.085, -0.767, -0.720, -0.259, 0.006, 0.471, 0.357, 0.889, 0.015, 0.094, 0.423, 0.379, 0.404, 0.433, 1.621, 0.758, 0.979, 0.837, 0.907, 0.493, 0.661, 0.465, 0.426, 0.388, 0.462, 0.414, 0.478, 0.457, 0.414, 0.482, -0.207, -0.572, 0.709, -0.649, -0.441, -0.566, -1.624, 2.279, 1.566, 1.827, -1.049, -1.027, -0.671, -1.388, -1.247, 1.250, -0.481, -0.668, -0.749, -0.241, 0.603, 0.576, 0.291, -0.944, 0.432, 0.394, 0.427, 0.302, -0.654, 0.488, 0.398, 0.422, 0.374]
}


{
  "formula": "C40H40BF3O3",
  "method": "ωB97M-V with the def2-TZVPD basis set",
  "charge": 0,
  "smiles": "C[C@@H](c1ccccc1)[C@@H](c1ccccc1)c1ccc(Oc2ccccc2)cc1.CC1(C)OB(c2ccc(C(F)(F)F)cc2)OC1(C)C",
  "symbols": ["C", "C", "C", "C", "C", "C", "C", "C", "C", "C", "C", "C", "C", "C", "C", "C", "C", "C", "C", "O", "C", "C", "C", "C", "C", "C", "C", "C", "H", "H", "H", "H", "H", "H", "H", "H", "H", "H", "H", "H", "H", "H", "H", "H", "H", "H", "H", "H", "H", "H", "H", "H", "C", "C", "C", "O", "B", "C", "C", "C", "C", "C", "F", "F", "F", "C", "C", "O", "C", "C", "C", "H", "H", "H", "H", "H", "H", "H", "H", "H", "H", "H", "H", "H", "H", "H", "H"],
  "xyz": [[-2.441, 3.291, 2.017], [-3.054, 2.607, 3.259], [-4.540, 3.043, 3.461], [-5.200, 3.051, 4.739], [-6.562, 3.466, 4.825], [-7.284, 3.777, 3.655], [-6.652, 3.692, 2.400], [-5.286, 3.348, 2.302], [-2.767, 0.890, 3.302], [-3.759, -0.219, 3.083], [-5.101, 0.108, 2.994], [-6.128, -0.814, 2.877], [-5.854, -2.179, 2.801], [-4.517, -2.564, 2.907], [-3.488, -1.615, 3.051], [-1.379, 0.574, 2.909], [-0.370, 1.227, 3.623], [0.937, 1.230, 3.185], [1.262, 0.440, 2.080], [2.599, 0.373, 1.723], [3.377, -0.597, 2.356], [2.995, -1.939, 2.480], [3.841, -2.796, 3.200], [5.005, -2.304, 3.806], [5.341, -0.947, 3.687], [4.551, -0.103, 2.915], [0.309, -0.323, 1.409], [-1.005, -0.312, 1.875], [-1.354, 3.502, 2.224], [-2.575, 2.606, 1.108], [-3.010, 4.283, 1.863], [-2.607, 2.988, 4.233], [-4.647, 2.665, 5.637], [-7.099, 3.569, 5.807], [-8.373, 4.053, 3.724], [-7.217, 3.850, 1.465], [-4.846, 3.210, 1.284], [-2.796, 1.305, 4.379], [-5.300, 1.158, 3.113], [-7.145, -0.436, 2.892], [-6.679, -2.883, 2.678], [-4.285, -3.630, 2.943], [-2.485, -1.972, 3.264], [-0.649, 1.778, 4.534], [1.737, 1.752, 3.700], [2.058, -2.276, 2.035], [3.561, -3.856, 3.316], [5.644, -2.954, 4.402], [6.203, -0.517, 4.204], [4.728, 0.958, 2.769], [0.622, -0.979, 0.596], [-1.730, -0.975, 1.392], [-5.482, 7.355, 4.782], [-4.872, 8.329, 3.767], [-5.955, 9.359, 3.475], [-4.613, 7.605, 2.567], [-3.233, 7.503, 2.552], [-2.441, 7.065, 1.327], [-3.129, 6.965, 0.113], [-2.426, 7.026, -1.076], [-1.041, 7.126, -0.991], [-0.254, 7.438, -2.206], [0.485, 8.568, -1.974], [0.622, 6.445, -2.541], [-1.015, 7.665, -3.302], [-0.326, 7.009, 0.197], [-1.036, 6.964, 1.383], [-2.524, 7.940, 3.659], [-3.449, 8.874, 4.273], [-3.119, 10.308, 3.745], [-3.239, 8.861, 5.795], [-5.835, 7.978, 5.624], [-6.331, 6.831, 4.317], [-4.769, 6.574, 5.102], [-6.177, 9.997, 4.349], [-5.692, 10.010, 2.634], [-6.871, 8.797, 3.239], [-4.219, 6.885, 0.105], [-2.962, 7.005, -2.028], [0.765, 6.990, 0.201], [-0.523, 6.897, 2.341], [-3.690, 11.073, 4.304], [-2.050, 10.525, 3.927], [-3.287, 10.450, 2.648], [-3.800, 9.709, 6.223], [-3.598, 7.941, 6.270], [-2.189, 9.001, 6.079]],
  "mulliken_charge": [-1.131, 0.715, -1.035, 0.224, -0.885, -0.489, -0.899, 0.418, 0.541, 0.222, 0.129, -0.973, -0.476, -0.797, -0.287, 0.223, -0.598, -0.606, -0.017, -0.536, 0.416, -0.368, -0.457, -0.487, -0.413, -0.323, -0.729, -0.271, 0.333, 0.319, -0.016, 0.362, 0.341, 0.336, 0.382, 0.405, 0.335, 0.202, 0.265, 0.433, 0.376, 0.369, 0.555, 0.316, 0.480, 0.396, 0.326, 0.365, 0.341, 0.419, 0.596, 0.611, -1.966, 1.660, -1.835, -0.581, 1.300, -0.154, -0.186, -0.608, 0.338, 0.679, -0.256, -0.261, -0.288, -0.718, -0.768, -0.628, 1.368, -1.763, -1.697, 0.387, 0.503, 0.306, 0.370, 0.350, 0.445, 0.432, 0.432, 0.381, 0.530, 0.404, 0.437, 0.288, 0.353, 0.341, 0.443]
}


no.,DFT total energy (Eh)
1,-4499.54592
2,-2098.43223